Record 1
DFT (the ωB97M-V functional and the def2-TZVPD basis) results for a cluster of 8 separate species, C38H39N5O20S2 in total.

Each line ends with the Löwdin charge.
Cartesian coordinates (Å):
S 4.4005 2.8170 2.1907  0.6559
S -5.7628 -0.3879 -3.8717  0.5937
O -2.8041 1.1126 1.8310  0.0687
O 8.6136 -0.2854 -2.7487  0.0828
O 2.8929 -4.5471 3.3484  0.0933
O 5.9084 3.4603 2.0344  -0.1990
O -2.3755 -1.5080 6.5535  0.0830
O -2.3349 1.9510 -0.1015  0.0697
O 4.3265 1.4086 1.9129  -0.2158
O 3.8437 3.7251 1.0012  -0.2105
O -7.1433 -0.4704 -3.4887  -0.2268
O -3.5022 3.8652 -5.6044  0.0931
O -0.8391 -1.8224 -1.1159  0.1054
O 2.8394 -3.6930 1.4024  0.0584
O -5.1584 -1.8568 -4.0159  -0.1962
O -3.4207 4.2696 -3.5122  0.0753
O -4.7864 0.0332 -2.7180  -0.2063
O -5.4758 0.3484 -5.0668  -0.2320
O 1.2204 -0.9306 -1.0839  -0.0154
O 7.2994 0.2745 -4.3290  0.0776
O 3.8600 3.2962 3.4288  -0.2367
O -2.6822 -1.4740 4.4104  0.0716
N 2.2847 -4.1286 2.3906  -0.3565
N 7.5256 -0.2724 -3.2741  -0.3667
N -3.1080 1.4958 0.7119  -0.3224
N -3.0644 3.6607 -4.4944  -0.3583
N -2.0988 -1.1449 5.4268  -0.3546
C 0.4285 1.2592 4.1942  -0.0699
C -0.1004 0.7183 -4.0733  -0.0649
C 5.5598 -2.2078 -0.7649  -0.0543
C 4.4277 -2.5019 -1.5160  -0.0776
C -0.7693 0.8139 -5.2927  -0.0497
C 5.2064 -1.1072 -3.2562  -0.0187
C 4.5227 4.9773 0.8781  -0.1419
C 6.4317 -0.9866 -2.6307  -0.1568
C 0.8395 -4.1367 2.4260  -0.1522
C -7.1712 1.3386 -0.3242  -0.0561
C 1.5164 -0.2887 5.6870  -0.0567
C 0.2822 -0.8912 5.9490  -0.0034
C -3.8084 -1.9478 -3.6078  -0.1468
C 4.1797 -1.8688 -2.7429  -0.0541
C 5.8645 4.8148 1.6201  -0.1633
C -1.9260 -4.1758 2.4912  -0.0561
C -0.7995 0.6294 4.3472  0.0082
C 1.3303 -0.1569 1.0430  -0.1443
C 0.1110 -4.1221 1.2513  -0.0146
C -6.3136 2.2337 -0.9685  -0.0591
C -0.2688 1.6738 -3.0693  -0.0591
C 1.5620 0.7916 4.8443  -0.0752
C 6.6269 -1.5351 -1.3748  0.0115
C -0.8255 -0.4362 5.2581  -0.1520
C -4.5370 1.4843 0.4081  -0.1526
C -3.7192 -0.9004 -2.4733  -0.1252
C -0.0284 -1.1087 -0.6060  -0.4756
C -5.3780 0.5603 1.0053  -0.0135
C -6.7177 0.4956 0.6896  -0.0521
C -1.2581 -4.0659 1.2651  -0.0606
C 0.1835 -4.3114 3.6481  0.0068
C -0.1142 -0.2218 0.6434  -0.0729
C -1.1978 -4.2711 3.6735  -0.0725
C -1.2546 2.6277 -3.1958  -0.0034
C -1.9862 2.7089 -4.3741  -0.1526
C 2.0983 -0.1026 -0.2952  -0.1140
C -1.6827 1.8692 -5.4336  0.0035
C -4.9950 2.3493 -0.5708  -0.0016
H 0.7184 -4.3946 4.5837  0.1191
H 3.8299 5.6808 1.3369  0.1324
H -8.1914 1.2833 -0.6827  0.1120
H -3.5279 -2.9554 -3.3178  0.1357
H 2.3723 -0.6428 6.2451  0.1111
H -1.4823 3.3107 -2.3894  0.1139
H 5.5525 -2.5500 0.2601  0.1094
H -3.0069 -4.1755 2.4665  0.1104
H -6.8043 2.8785 -1.6840  0.1181
H 0.6143 2.0361 3.4623  0.1096
H 2.2069 0.8631 -0.7932  0.1240
H -3.8972 -1.4161 -1.5323  0.1298
H -3.2444 -1.6508 -4.5007  0.1285
H 1.7161 -1.0096 1.6035  0.1171
H -1.8233 -4.3903 4.5490  0.1123
H 0.5913 -0.0993 -3.9058  0.1024
H -2.2175 1.9214 -6.3710  0.1211
H 0.6659 -3.9879 0.3290  0.1215
H -0.7737 -0.6846 1.3770  0.1204
H 1.4808 0.7208 1.6719  0.0912
H 5.0192 -0.4579 -4.1049  0.1201
H 5.8949 5.3601 2.5649  0.1307
H -4.3583 3.0978 -1.0226  0.1166
H 2.4607 1.3626 4.6408  0.0951
H 4.7098 5.2215 -0.1633  0.1297
H -0.4466 0.8018 0.4834  0.1004
H -7.3214 -0.2432 1.1940  0.1107
H -1.7214 1.0622 3.9914  0.1031
H 3.1918 -1.8406 -3.1762  0.1056
H 0.1983 1.4709 -2.1153  0.0918
H -1.8388 -3.9305 0.3649  0.1040
H -0.6882 0.1938 -6.1718  0.1075
H 0.2389 -1.6509 6.7153  0.1206
H 3.0938 -0.5322 -0.2332  0.1050
H 6.6498 5.1369 0.9422  0.1317
H 3.6321 -3.0177 -0.9893  0.0929
H -2.7834 -0.3520 -2.5220  0.1157
H -5.0430 -0.1549 1.7479  0.1217
H 7.5541 -1.4633 -0.8245  0.1193

Cartesian forces, eV/Å:
S 0.85 1.21 0.21
S -0.76 -0.39 -1.55
O 0.34 -0.12 -0.32
O 0.34 -0.10 0.54
O -0.11 -0.17 0.56
O -0.06 -2.07 -0.22
O -0.40 0.16 -0.07
O 0.18 0.02 -0.30
O 0.44 1.78 -0.30
O -0.50 -1.39 -0.54
O 1.37 -0.05 0.42
O -0.24 -0.21 -0.35
O -0.14 -0.23 -0.34
O -0.11 0.30 -0.70
O -1.45 -0.86 0.06
O -0.17 -0.02 0.84
O -0.12 0.44 0.53
O 0.26 -0.10 0.74
O 0.62 -1.04 -1.83
O -0.35 0.29 -0.46
O 0.13 -0.30 -0.49
O -0.37 0.44 0.17
N 0.70 -0.03 0.05
N 0.12 0.05 -0.35
N -0.67 0.28 1.22
N 0.06 0.89 -0.72
N 0.81 -0.99 0.17
C 0.00 -0.42 -0.57
C 0.53 -0.33 -0.57
C 0.02 -0.38 -1.07
C -0.88 0.86 0.57
C -0.68 1.59 0.58
C -0.47 1.09 -1.06
C -0.37 0.18 0.69
C -0.16 -0.83 0.97
C -1.35 -0.94 0.77
C -0.08 -0.28 -0.19
C -0.62 -0.26 0.78
C 0.42 0.28 -0.15
C 0.46 1.43 -0.71
C 0.79 -0.15 1.00
C -1.08 0.55 0.91
C 0.59 0.25 -0.89
C 0.50 0.05 1.21
C 1.28 1.15 0.70
C 1.18 1.15 -0.81
C -0.98 -0.08 0.85
C -0.62 -1.19 -0.12
C 0.37 0.60 -0.57
C -0.25 -0.31 0.82
C -0.20 0.58 -0.55
C -0.24 -0.16 -0.85
C 0.23 -0.74 -0.53
C 0.49 1.86 1.02
C 0.29 -0.56 0.91
C 0.28 0.55 -0.85
C -0.89 -0.31 0.87
C 0.16 0.59 0.29
C -0.18 -1.14 0.10
C -1.03 -0.49 -0.58
C -0.35 0.62 0.18
C 1.12 -0.98 0.11
C -1.19 -0.22 0.81
C -0.31 -0.74 -0.32
C -0.12 0.19 -0.35
H 0.24 -0.03 -0.15
H 0.42 0.43 -0.09
H -0.05 -0.02 0.16
H -0.35 -0.01 0.13
H 0.15 0.10 -0.17
H -0.03 -0.05 0.03
H 0.51 -0.07 0.00
H -0.02 0.07 0.34
H 0.54 0.14 -0.26
H -0.54 0.32 0.22
H -0.32 0.16 0.21
H 0.09 0.43 0.24
H 0.42 -0.06 0.39
H -0.31 -0.17 -0.02
H 0.60 0.08 0.43
H 0.01 0.01 0.06
H -0.18 0.32 0.10
H -0.11 -0.16 -0.04
H 0.01 0.07 0.04
H 0.34 -0.05 -0.06
H 0.16 -0.35 -0.21
H 0.03 0.54 -0.37
H 0.17 -0.15 -0.01
H 0.24 -0.34 0.19
H -0.40 -0.31 -0.13
H -0.35 -0.20 -0.55
H -0.26 0.10 -0.12
H 0.01 -0.33 -0.52
H 0.04 -0.30 -0.18
H 0.23 0.42 0.00
H 0.21 -0.12 -0.17
H 0.48 -0.46 0.32
H -0.35 -0.20 -0.20
H -0.14 -0.33 -0.10
H 0.48 -0.70 0.29
H -0.05 -0.18 -0.27
H 0.03 -0.03 0.35
H 0.50 0.27 -0.03
H 0.11 0.34 -0.25

**LUMO level**: -0.8 eV
**E**: -110093.4637 eV
**Largest force on an atom**: 2.19 eV/Å
**SMILES**: O=[N+]([O-])c1ccccc1.O=[N+]([O-])c1ccccc1.O=[N+]([O-])c1ccccc1.O=[N+]([O-])c1ccccc1.O=[N+]([O-])c1ccccc1.O=S1(=O)OCCO1.O=S1(=O)OCCO1.O=C1CCCO1
**Orbital gap**: 9.287 eV
**Net charge**: 0
**Multiplicity**: 1


Record 2
DFT (the ωB97M-V functional and the def2-TZVPD basis) results for an isolated molecule of C2H5NS3.

Each line ends with the Löwdin charge.
Cartesian coordinates (Å):
S -1.1774 -1.5174 0.8714  0.5159
S 0.2175 0.3481 -1.4274  0.6319
S -2.3376 1.4409 1.6453  0.7020
N -0.6640 1.2084 0.9570  -0.4488
C 1.5108 -1.0902 -1.3539  -0.4563
C -0.5425 0.0115 0.4031  -1.1348
H 0.9265 -2.1483 -1.3055  0.0493
H -0.2729 2.1480 0.5959  0.1118
H -1.9477 1.0504 2.8786  -0.1345
H 1.7085 -0.6392 -2.5914  0.0553
H 2.5787 -0.8122 -0.6731  0.1082

Cartesian forces, eV/Å:
S 1.51 2.91 -0.77
S 0.70 -2.53 3.80
S 1.90 0.18 0.41
N -2.29 2.44 1.02
C 0.62 2.30 -2.97
C 0.06 -1.84 -2.99
H 1.85 2.72 0.01
H -0.66 -2.66 0.29
H -0.38 0.13 -0.14
H 0.39 -2.53 3.34
H -3.70 -1.13 -1.99

**LUMO level**: -0.4 eV
**E**: -36147.0173 eV
**Largest force on an atom**: 4.62 eV/Å
**SMILES**: CSC(=S)NS
**Orbital gap**: 8.113 eV
**Net charge**: 0
**Multiplicity**: 1